1.
A cluster of 2 separate species, C24H15BF3N4O7S in total in a non-equilibrium geometry. Source: the Open Molecules 2025 dataset; level of theory: wB97M-V/def2-TZVPD.

Geometry (Å):
C  -3.428  7.486  2.204
C  -3.006  6.166  2.708
C  -2.855  5.801  4.004
C  -2.422  4.450  4.166
C  -2.248  3.787  3.007
B  -1.759  2.269  2.833
C  -0.144  2.238  2.778
C  0.510  2.572  1.618
C  1.890  2.546  1.557
C  2.629  2.191  2.668
C  4.152  2.154  2.636
F  4.617  3.017  3.564
F  4.560  0.900  2.928
F  4.582  2.510  1.407
C  1.968  1.869  3.834
C  0.589  1.894  3.886
O  -2.246  1.467  3.997
C  -3.036  0.519  3.392
C  -3.064  0.661  1.982
C  -3.803  -0.226  1.220
C  -4.506  -1.245  1.837
C  -4.478  -1.385  3.209
C  -3.748  -0.506  3.989
O  -2.295  1.715  1.552
S  -2.619  4.821  1.674
H  -3.625  8.183  3.020
H  -2.653  7.919  1.569
H  -4.336  7.397  1.606
H  -3.040  6.471  4.831
H  -2.250  3.994  5.128
H  -0.072  2.851  0.758
H  2.408  2.796  0.646
H  2.551  1.595  4.697
H  0.069  1.639  4.791
H  -3.820  -0.113  0.152
H  -5.082  -1.938  1.243
H  -5.031  -2.185  3.675
H  -3.725  -0.606  5.058
O  -2.241  -6.266  4.904
N  -1.204  -5.614  5.048
O  -0.447  -5.773  6.008
C  -0.858  -4.615  4.052
C  0.275  -3.859  4.158
C  0.607  -2.888  3.184
N  1.825  -2.106  3.335
O  2.534  -2.320  4.320
O  2.099  -1.260  2.480
C  -0.199  -2.672  2.102
C  -1.365  -3.439  1.976
N  -2.320  -3.457  1.045
O  -3.203  -4.374  1.411
N  -2.843  -4.958  2.547
C  -1.698  -4.400  2.934
H  0.938  -4.005  5.001
H  0.057  -1.933  1.363

Values from the calculation:
net charge = -1
energy above the lowest of the compared OMol25 structures with the same formula, charge and spin = 0.00 kJ/mol
frontier orbital gap = 4.34 eV
energy = -2391.82560 a.u.

2.
A structure of composition C12H18IO7S in a non-equilibrium geometry. Source: the Open Molecules 2025 dataset; level of theory: wB97M-V/def2-TZVPD.

Geometry (Å):
C  -2.226  -2.040  -2.835
C  -1.171  -0.898  -2.333
C  -0.409  -0.394  -3.647
C  -0.242  -1.611  -1.236
C  1.128  -0.849  -0.896
C  1.215  -0.419  0.675
I  1.258  -2.347  1.737
O  2.523  0.263  0.780
S  3.091  0.253  2.363
O  4.488  0.823  2.400
O  2.145  1.437  3.141
C  1.009  0.688  3.672
C  -0.274  0.656  2.693
C  -1.401  -0.412  3.176
O  -2.424  -0.684  2.459
O  -1.210  -0.979  4.415
C  0.055  0.580  1.127
C  0.307  2.122  0.648
C  0.210  2.326  -0.932
O  1.290  2.574  -1.546
O  -0.973  2.301  -1.706
H  -1.775  -2.692  -3.654
H  -2.643  -2.642  -1.950
H  -3.098  -1.455  -3.311
H  -1.837  -0.095  -1.840
H  0.123  -1.288  -4.142
H  0.292  0.477  -3.413
H  -1.228  -0.030  -4.378
H  -0.049  -2.683  -1.628
H  -0.907  -1.765  -0.302
H  1.968  -1.636  -1.013
H  1.404  0.000  -1.603
H  1.321  -0.362  4.037
H  0.669  1.239  4.625
H  -0.789  1.680  2.862
H  -0.930  0.277  0.602
H  1.324  2.523  0.977
H  -0.473  2.842  1.108
H  -1.764  2.219  -1.129

Values from the calculation:
net charge = -1
frontier orbital gap = 7.35 eV
energy = -1690.57308 a.u.

3.
The molecule C12H17N3O2 in a non-equilibrium geometry. Source: the Open Molecules 2025 dataset; level of theory: wB97M-V/def2-TZVPD.

Geometry (Å):
C  2.550  0.485  1.866
N  1.823  -0.291  0.888
C  2.200  0.067  -0.463
H  2.054  1.146  -0.553
C  1.337  -0.666  -1.508
N  0.005  -0.961  -1.029
C  -0.896  0.036  -0.804
C  -0.714  1.322  -1.355
C  -1.642  2.317  -1.180
C  -2.799  2.076  -0.440
C  -3.004  0.815  0.115
C  -2.076  -0.179  -0.062
H  -2.271  -1.134  0.395
H  -3.900  0.639  0.691
N  -3.755  3.107  -0.251
O  -4.757  2.849  0.395
O  -3.528  4.198  -0.746
H  -1.492  3.296  -1.609
H  0.163  1.549  -1.936
C  -0.123  -2.258  -0.402
C  0.393  -2.274  1.040
H  -0.251  -1.653  1.664
H  0.364  -3.298  1.416
C  1.819  -1.723  1.151
H  2.173  -1.899  2.169
H  2.492  -2.267  0.473
H  0.453  -2.971  -0.999
H  -1.165  -2.582  -0.437
H  1.289  -0.075  -2.425
H  1.805  -1.617  -1.769
H  3.265  -0.149  -0.675
H  2.388  1.544  1.670
H  3.634  0.291  1.853
H  2.165  0.260  2.859

Values from the calculation:
net charge = 0
energy above the lowest of the compared OMol25 structures with the same formula, charge and spin = 315.20 kJ/mol
frontier orbital gap = 8.14 eV
SMILES = CN1CCCN(c2ccc([N+](=O)[O-])cc2)CC1
energy = -782.10662 a.u.

4.
A structure of composition C31H35AuClNOP. Source: the Open Molecules 2025 dataset; level of theory: wB97M-V/def2-TZVPD.

Geometry (Å):
Au  0.138  -0.177  0.312
Cl  3.146  0.443  0.717
C  3.200  2.077  0.178
C  4.413  2.597  -0.239
C  4.479  3.913  -0.664
C  3.336  4.696  -0.672
C  2.126  4.164  -0.266
C  2.031  2.839  0.167
P  0.438  2.094  0.648
C  0.323  2.258  2.424
C  -0.349  1.099  3.107
C  -0.564  1.400  4.557
C  0.022  2.441  5.190
C  0.830  3.368  4.502
C  0.924  3.283  3.117
C  -0.712  3.305  -0.071
C  -0.842  3.325  -1.458
C  -1.631  4.287  -2.061
C  -2.290  5.226  -1.280
C  -2.171  5.198  0.099
C  -1.388  4.234  0.709
H  5.296  1.976  -0.237
H  5.421  4.317  -0.998
H  3.385  5.721  -1.005
H  1.244  4.786  -0.287
H  -1.344  0.927  2.664
H  -1.249  0.761  5.091
H  -0.168  2.600  6.241
H  1.325  4.164  5.032
H  1.459  4.047  2.565
H  -0.306  2.596  -2.055
H  -1.723  4.323  -3.137
H  -2.894  5.985  -1.751
H  -2.671  5.939  0.704
H  -1.284  4.205  1.785
O  -2.474  0.473  -0.020
C  -3.240  -0.655  0.359
C  -3.388  -1.718  -0.740
C  -2.117  -1.902  -1.581
C  -1.039  -2.774  -1.013
C  -1.152  -4.160  -1.084
C  -0.085  -4.961  -0.713
C  1.106  -4.343  -0.352
C  1.144  -2.962  -0.310
N  0.085  -2.192  -0.577
H  -2.914  0.917  -0.757
H  -4.234  -0.331  0.685
H  -2.715  -1.073  1.218
H  -4.190  -1.423  -1.421
H  -3.671  -2.661  -0.269
H  -1.678  -0.923  -1.790
H  -2.416  -2.361  -2.526
H  -2.075  -4.587  -1.443
H  -0.171  -6.037  -0.741
H  1.984  -4.912  -0.094
H  2.060  -2.431  -0.083
C  1.229  -2.531  2.933
C  0.259  -1.480  3.499
C  -1.180  -1.960  3.309
C  0.571  -1.378  5.009
C  0.499  -0.147  2.829
H  1.019  -3.509  3.365
H  2.261  -2.270  3.160
H  1.128  -2.623  1.858
H  -1.372  -2.838  3.920
H  -1.355  -2.228  2.268
H  -1.882  -1.182  3.598
H  0.720  -2.378  5.408
H  -0.245  -0.924  5.557
H  1.476  -0.801  5.183
H  1.556  0.104  2.828

Values from the calculation:
⟨S²⟩ = 2.05
net charge = +1
spin multiplicity = 3
energy above the lowest of the compared OMol25 structures with the same formula, charge and spin = 17.69 kJ/mol
frontier orbital gap (spin up / spin down) = 7.30 / 7.94 eV
energy = -2269.23831 a.u.

5.
A cluster of 2 separate species, C5H7NO in total in a non-equilibrium geometry. Source: the Open Molecules 2025 dataset; level of theory: wB97M-V/def2-TZVPD.

Geometry (Å):
O  -2.139  2.514  0.108
C  -2.515  1.545  0.564
C  -0.654  -1.302  -0.317
C  0.610  -0.801  -0.879
C  0.921  0.621  -0.431
C  0.751  0.080  1.005
N  0.542  -1.322  0.527
H  -1.479  -0.627  -0.088
H  -0.962  -2.302  -0.612
H  1.144  -1.340  -1.658
H  0.249  1.414  -0.775
H  1.953  0.913  -0.645
H  -0.084  0.475  1.597
H  1.663  0.132  1.604

Values from the calculation:
net charge = 0
energy above the lowest of the compared OMol25 structures with the same formula, charge and spin = 258.05 kJ/mol
frontier orbital gap = 10.20 eV
energy = -324.62618 a.u.

What is the energy in the first record? -2391.82560 a.u.

energy of number 5 (C5H7NO)? -324.62618 a.u.

Which value of net charge does entry 5 give? 0

Which value of energy does entry 3 give? -782.10662 a.u.